## a
Below is an isolated molecule of C4H6FNOS, with properties calculated with wB97M-V/def2-TZVPD.

Geometry (Å):
C (-0.484, 1.095, -0.373)
C (0.187, 0.149, 0.636)
C (1.055, -0.695, -0.300)
C (0.467, -1.363, -1.224)
H (1.722, 2.904, -1.276)
H (-1.563, 0.827, -0.571)
H (0.829, 0.747, 1.139)
H (-1.829, -1.247, 1.031)
H (2.177, -0.728, -0.065)
H (1.054, -2.055, -1.966)
N (0.061, 2.122, -1.011)
O (1.461, 2.203, -0.470)
F (-0.859, -1.707, -1.179)
S (-0.883, -0.793, 1.920)

As for the structure (SMILES): O/N=C\[C@@H](S)/C=C\F. The calculation puts the HOMO-LUMO gap at 0.3743 Ha.

These are the natural (NBO) partial charges, in e, on atoms 1 to 4:
1 C 0.061
2 C -0.390
3 C -0.278
4 C 0.230

=====

## b
Below is an isolated molecule of C4H6FNOS, with properties calculated with wB97M-V/def2-TZVPD.

Geometry (Å):
C (-0.061, 0.295, 0.025)
C (-1.366, -0.283, 0.670)
C (-1.104, -0.483, -0.774)
C (1.153, -0.557, 0.360)
H (-0.665, 2.159, -0.643)
H (0.553, 2.121, 0.542)
H (-1.134, -1.062, 1.389)
H (-2.101, 0.364, 1.017)
H (-1.751, 0.120, -1.442)
H (3.423, -0.961, 0.053)
N (0.159, 1.695, -0.320)
O (1.126, -1.468, 1.138)
F (-0.781, -1.702, -1.338)
S (2.550, -0.239, -0.677)

As for the structure (SMILES): N[C@@]1(C(=O)S)C[C@@H]1F. The calculation puts the HOMO-LUMO gap at 0.3745 Ha.

These are the natural (NBO) partial charges, in e, on atoms 1 to 4:
1 C -0.045
2 C -0.466
3 C 0.215
4 C 0.423

=====

## c
Below is a structure of composition C4H6FNOS, with properties calculated with wB97M-V/def2-TZVPD.

Geometry (Å):
C (-1.549, 0.865, 0.523)
C (0.475, 0.106, -0.278)
C (1.365, 1.313, -0.258)
C (1.310, -1.032, 0.033)
H (-3.329, -1.424, -1.003)
H (-0.753, 1.457, 0.961)
H (0.902, 2.263, -0.680)
H (2.394, 1.361, -0.055)
H (2.296, -0.727, 0.598)
H (1.554, -1.525, -0.914)
N (-0.871, -0.058, -0.435)
O (-2.707, 1.015, 0.702)
F (0.695, -1.910, 1.078)
S (-1.783, -1.704, -0.273)

The calculation puts the HOMO-LUMO gap at 0.3151 Ha.

These are the natural (NBO) partial charges, in e, on atoms 1 to 4:
1 C 0.557
2 C 0.138
3 C -0.478
4 C -0.016

=====

Pick b: it beats the second-best structure by 71.2 kcal/mol.

=====

## a
Below is an isolated molecule of C4H6FNOS, with properties calculated with wB97M-V/def2-TZVPD.

Geometry (Å):
C (0.244, -0.998, -0.607)
C (-0.921, -1.574, -1.490)
C (-0.670, 0.948, 1.225)
C (-0.008, 2.125, 1.679)
H (2.223, 0.213, 0.245)
H (-0.571, -1.661, -2.596)
H (-0.887, -2.736, -1.129)
H (-1.533, 1.239, 0.654)
H (-0.598, 3.038, 1.340)
H (1.133, 2.316, 2.261)
N (1.317, -0.924, -1.117)
O (2.495, -0.516, -0.456)
F (-2.131, -0.842, -1.240)
S (-0.093, -0.627, 1.231)

As for the structure (SMILES): C=CS/C(CF)=N\O. The calculation puts the HOMO-LUMO gap at 0.3458 Ha.

These are the natural (NBO) partial charges, in e, on atoms 1 to 4:
1 C 0.098
2 C 0.001
3 C -0.450
4 C -0.360

=====

## b
Below is an isolated molecule of C4H6FNOS, with properties calculated with wB97M-V/def2-TZVPD.

Geometry (Å):
C (0.387, -1.542, -1.173)
C (0.377, -0.199, -0.443)
C (-0.651, 0.836, 1.319)
C (-1.508, 0.818, 2.391)
H (-0.493, -2.096, -0.590)
H (0.020, -1.589, -2.162)
H (1.339, -2.046, -0.961)
H (-0.004, 1.699, 0.963)
H (-1.950, 1.586, 2.907)
H (2.224, 1.821, -2.330)
N (1.052, 0.884, -0.819)
O (-0.575, -0.277, 0.544)
F (-2.116, -0.474, 2.565)
S (1.899, 0.580, -2.212)

As for the structure (SMILES): C/C(=N\S)O/C=C\F. The calculation puts the HOMO-LUMO gap at 0.3433 Ha.

These are the natural (NBO) partial charges, in e, on atoms 1 to 4:
1 C -0.730
2 C 0.548
3 C 0.042
4 C 0.149

=====

Pick b: it beats the second-best structure by 54.7 kcal/mol.

=====

## a
Below is an isolated molecule of C3H6NPS, with properties calculated with wB97M-V/def2-TZVPD.

Geometry (Å):
C (-0.543, 1.026, -1.023)
C (0.851, 1.407, -0.576)
C (-0.890, -0.484, 0.764)
N (-1.157, 0.187, -0.345)
P (-0.494, -2.249, 0.665)
S (1.420, 0.683, 0.924)
H (-0.819, 1.159, -2.099)
H (1.335, 1.117, -1.445)
H (0.870, 2.467, -0.310)
H (-1.649, -0.348, 1.492)
H (0.222, -2.645, 1.949)
H (0.855, -2.322, 0.005)

The calculation puts the HOMO-LUMO gap (alpha / beta) at 0.2824 / 0.2824 Ha.

These are the natural (NBO) partial charges, in e, on atoms 1 to 4:
1 C 0.193
2 C -0.656
3 C -0.197
4 N -0.389

=====

## b
Below is an isolated molecule of C3H6NPS, with properties calculated with wB97M-V/def2-TZVPD.

Geometry (Å):
C (1.422, 1.505, -0.042)
C (-0.494, -0.201, -1.425)
C (-0.684, -0.257, 1.441)
N (1.872, 2.533, 0.009)
P (0.551, -0.375, 0.034)
S (1.738, -1.825, -0.080)
H (-0.779, 0.835, -1.560)
H (0.308, -0.456, -2.125)
H (-1.300, -0.868, -1.376)
H (-0.091, -0.322, 2.364)
H (-1.284, 0.600, 1.410)
H (-1.258, -1.168, 1.349)

As for the structure (SMILES): CP(C)(=S)C#N. The calculation puts the HOMO-LUMO gap at 0.3767 Ha.

These are the natural (NBO) partial charges, in e, on atoms 1 to 4:
1 C -0.034
2 C -0.978
3 C -0.925
4 N -0.346

=====

Pick b: it beats the second-best structure by 71.7 kcal/mol.